{"formula": "C4H6O2S", "method": "wB97M-V/def2-TZVPD", "elements": ["C", "C", "O", "C", "S", "O", "C", "H", "H", "H", "H", "H", "H"], "xyz": [[2.9216, -0.6223, -0.0371], [1.7048, -0.1346, 0.1238], [0.6033, -1.0509, -0.2012], [-0.6489, -0.7605, -0.2311], [-1.7876, -2.0130, 0.0074], [-0.9297, 0.5181, -0.4087], [-2.3443, 1.0208, 0.0857], [3.1501, -1.5874, -0.4488], [3.8229, 0.0163, 0.2595], [1.5868, 0.9501, 0.3089], [-2.2170, 2.0880, -0.1574], [-3.4470, 0.7853, -0.5883], [-2.4150, 0.7900, 1.2873]], "energy_ha": -704.56185, "gap_ev": 9.10, "mol_weight_g_mol": 118.16, "smiles": "C=COC(=S)OC"}

***

{"formula": "C4H6O2S2", "method": "wB97M-V/def2-TZVPD", "elements": ["C", "O", "C", "O", "C", "S", "C", "S", "H", "H", "H", "H", "H", "H"], "xyz": [[2.5624, -0.4853, -0.4725], [1.4682, 0.4524, -0.4739], [0.3403, -0.0448, 0.0786], [0.2721, -1.1428, 0.5716], [-0.7830, 1.0042, 0.1085], [-0.4248, 2.5851, -0.2159], [-2.0951, 0.5175, 0.5595], [-2.9023, -0.5106, -0.6562], [2.8634, -0.6856, 0.5770], [3.3517, 0.0827, -0.9923], [2.2259, -1.4595, -0.8531], [-2.8087, 1.3156, 0.7247], [-1.9951, -0.0599, 1.5017], [-2.0751, -1.5689, -0.4575]], "energy_ha": -1102.84063, "gap_ev": 7.73, "mol_weight_g_mol": 150.22, "smiles": "COC(=O)C(=S)CS"}

***

{"formula": "C4H6O2S2", "method": "wB97M-V/def2-TZVPD", "elements": ["C", "C", "O", "C", "O", "C", "S", "S", "H", "H", "H", "H", "H", "H"], "xyz": [[0.0708, 1.0036, 0.3903], [0.9720, -0.1886, 0.0974], [2.0120, -0.2546, 1.0562], [0.1036, -1.4130, 0.1830], [-0.0102, -2.2214, 1.0806], [-1.0294, -1.7166, -1.2309], [-1.0203, -1.1742, -2.7355], [-2.2769, -2.5423, -0.3671], [0.6709, 1.8105, 0.8448], [-0.3092, 1.6163, -0.5240], [-0.6857, 0.7476, 1.1527], [1.4660, -0.0310, -0.9005], [1.6414, 0.1733, 1.7860], [-3.1407, -2.9328, -1.3030]], "energy_ha": -1102.79355, "gap_ev": 7.90, "mol_weight_g_mol": 150.22, "smiles": "C[C@@H](O)C(=O)C(=S)S"}

***

{"formula": "C4H6O3S", "method": "wB97M-V/def2-TZVPD", "elements": ["O", "C", "C", "O", "C", "O", "C", "S", "H", "H", "H", "H", "H", "H"], "xyz": [[2.8579, -0.7833, 0.3072], [1.9201, -0.4549, -0.3685], [0.5629, -0.1219, 0.1760], [0.4504, -0.0653, 1.5505], [-0.2964, 0.8995, -0.5313], [-1.0602, 1.7173, 0.2824], [-0.6446, -0.5634, -0.6426], [-2.0678, -1.2240, 0.1995], [1.9885, -0.3664, -1.4986], [0.0227, -0.8916, 1.8461], [0.0867, 1.3936, -1.4158], [-0.7696, 1.5487, 1.2062], [-0.4191, -1.0387, -1.5975], [-2.6316, -0.0495, 0.4864]], "energy_ha": -779.86968, "gap_ev": 10.03, "mol_weight_g_mol": 134.16, "smiles": "O=C[C@@]1(O)[C@H](O)[C@@H]1S"}

***

{"formula": "C4H6O3Yb", "method": "wB97M-V/def2-TZVPD", "elements": ["H", "C", "C", "H", "H", "O", "O", "Yb", "C", "C", "O", "H", "H", "H"], "xyz": [[1.9850, -2.3528, -0.7957], [1.9895, -1.6160, 0.0145], [0.8538, -1.0142, 0.4074], [-0.0869, -1.5476, 0.2719], [1.0166, -0.5998, 1.4344], [3.2745, -1.3139, 0.2883], [3.4220, -0.5435, 1.4760], [4.2489, 1.5726, 0.8700], [-1.3370, -0.7148, -3.7652], [-0.3117, -0.6574, -2.8988], [-1.3101, -0.7469, -5.1614], [-2.3962, -0.6989, -3.4628], [0.6402, -0.8367, -3.4475], [-0.5063, -1.2052, -5.4917]], "energy_ha": -1540.12225, "gap_ev": [3.68, 3.10], "spin_multiplicity": 2, "charge": -1, "mol_weight_g_mol": 275.13}

***

{"formula": "C4H6O4", "method": "wB97M-V/def2-TZVPD", "elements": ["O", "C", "C", "C", "O", "C", "O", "O", "H", "H", "H", "H", "H", "H"], "xyz": [[-1.9747, -0.0891, 0.8117], [-0.9151, -0.1189, 1.3868], [0.2191, 0.8545, 1.1467], [1.1507, 0.1805, 0.1612], [2.2598, -0.1817, 0.3889], [0.4090, -0.1919, -1.2121], [-0.6813, 0.5749, -1.5687], [0.1492, -1.5675, -1.1355], [-0.7279, -0.8242, 2.2116], [-0.1707, 1.7518, 0.6593], [0.7698, 1.0771, 2.0605], [1.1707, 0.0101, -1.9853], [-1.4202, 0.3860, -0.9578], [-0.2384, -1.8616, -1.9674]], "energy_ha": -456.95097, "gap_ev": 9.88, "mol_weight_g_mol": 118.09, "smiles": "O=CCC(=O)C(O)O"}

***

{"formula": "C4H6O4", "method": "wB97M-V/def2-TZVPD", "elements": ["C", "C", "C", "C", "O", "O", "O", "O", "H", "H", "H", "H", "H", "H"], "xyz": [[0.5968, 0.0706, 0.2044], [1.7191, 0.7409, -0.2577], [-1.6753, -0.7790, -0.6248], [-1.4434, 0.2324, 0.4296], [0.8528, -1.1840, 0.6055], [2.9772, 0.3841, -0.0773], [-1.4499, -1.9754, -0.3462], [-1.8488, 1.4975, 0.2122], [1.6303, 1.7866, -0.4942], [-1.9437, -0.3868, -1.5727], [-1.2521, -0.1760, 1.3483], [2.9842, -0.3800, 0.3954], [0.0736, -1.8155, 0.5087], [-1.2207, 1.9847, -0.3311]], "energy_ha": -456.82676, "gap_ev": 7.88, "mol_weight_g_mol": 118.09}

***

{"formula": "C4H6O4S", "method": "wB97M-V/def2-TZVPD", "elements": ["C", "C", "C", "C", "O", "O", "O", "O", "S", "H", "H", "H", "H", "H", "H"], "xyz": [[-0.4131, -0.4502, -0.0456], [-0.8872, 0.9132, -0.2550], [0.6154, -0.5489, 1.1161], [0.9737, -0.8459, -0.3116], [-2.8433, 2.6043, -0.8969], [-0.6141, 1.4565, -1.4753], [1.2665, 0.4295, 1.7829], [1.3023, -2.1403, -0.7585], [-2.2248, 1.4235, -1.3481], [-1.2048, -1.3188, -0.1821], [-0.6154, 1.6815, 0.6139], [0.4801, -1.3891, 1.7540], [1.7429, -0.1121, -0.6897], [1.7211, 1.0436, 1.1371], [0.7006, -2.7466, -0.4411]], "energy_ha": -855.01932, "gap_ev": 9.81, "mol_weight_g_mol": 150.16}

***

{"formula": "C4H6O7", "method": "wB97M-V/def2-TZVPD", "elements": ["O", "C", "O", "C", "O", "O", "C", "O", "C", "O", "O", "H", "H", "H", "H", "H", "H"], "xyz": [[3.1019, -0.4160, 0.4721], [2.4517, 0.4176, -0.0971], [2.6246, 0.7174, -1.3506], [1.1494, 1.1274, 0.4664], [0.4953, 1.8956, -0.5412], [0.2612, 0.2718, 1.1203], [-0.2103, -0.8351, 0.5319], [0.7136, -1.7789, 0.0753], [-1.5402, -1.0308, 0.2686], [-2.5261, -0.2618, 0.5929], [-1.9574, -2.2801, -0.2648], [1.8391, 1.0188, -1.8015], [1.3576, 1.7094, 1.3440], [-0.4337, 1.5505, -0.5087], [1.4669, -1.9016, 0.5611], [-3.3105, -0.7601, 0.5923], [-1.1113, -2.7098, -0.6411]], "energy_ha": -682.64679, "gap_ev": 8.54, "mol_weight_g_mol": 166.09, "smiles": "O=C(O)[C@@H](O)OC(O)=C(O)O"}

***

{"formula": "C4H6O7Y", "method": "wB97M-V/def2-TZVPD", "elements": ["O", "C", "C", "O", "C", "O", "O", "H", "H", "H", "H", "H", "O", "C", "O", "O", "Y", "H"], "xyz": [[-0.5172, 0.7148, -1.2953], [0.0334, 0.5195, -0.0625], [0.8884, -0.7441, -0.0036], [2.0474, -0.5340, -0.8188], [2.5610, 0.6602, -0.6694], [1.8012, 1.6013, -0.4005], [3.8525, 0.6549, -0.5958], [-0.8947, 1.5988, -1.3900], [-0.0269, 1.3443, 0.6507], [0.3673, -1.6015, -0.4412], [1.2160, -0.9532, 1.0188], [4.1717, 1.0342, 0.2371], [-2.9244, -0.8352, -0.7954], [-2.6204, -0.8542, 0.4601], [-1.6068, -0.2041, 0.9839], [-3.2351, -1.6034, 1.2465], [-2.7015, -0.6579, 3.1391], [-2.4119, -0.1404, -1.2636]], "energy_ha": -719.81088, "gap_ev": 5.67, "charge": 3, "mol_weight_g_mol": 254.99}

***

{"formula": "C4H6ORu", "method": "wB97M-V/def2-TZVPD", "elements": ["C", "C", "C", "C", "O", "Ru", "H", "H", "H", "H", "H", "H"], "xyz": [[-2.4906, 0.8954, -0.1109], [-2.2892, -0.4632, 0.2310], [-1.0207, -1.0146, -0.0173], [-0.0420, -0.1827, -0.6950], [1.1815, -0.1380, -0.2439], [2.7407, 0.6602, -0.4867], [-2.2103, 1.6134, 0.6672], [-3.4662, 1.1213, -0.5525], [-3.1420, -1.1382, 0.1321], [-0.6501, -1.8151, 0.6280], [-0.1703, -0.5784, -1.7428], [-0.8582, 0.9811, -0.7037]], "energy_ha": -324.46257, "gap_ev": [7.97, 5.56], "spin_multiplicity": 6, "charge": 3, "mol_weight_g_mol": 171.16}

***

{"formula": "C4H6OS", "method": "wB97M-V/def2-TZVPD", "elements": ["O", "C", "C", "C", "C", "S", "H", "H", "H", "H", "H", "H"], "xyz": [[-0.7949, -0.9340, 2.7292], [0.1117, 0.0422, 2.2370], [0.2486, -0.0025, 0.7668], [0.3410, -0.0489, -0.4330], [0.4334, -0.0837, -1.8987], [-0.7891, 1.0663, -2.6141], [-1.6577, -0.8117, 2.2732], [-0.1701, 1.0626, 2.5241], [1.0711, -0.2054, 2.7268], [1.4268, 0.2203, -2.1669], [0.2483, -1.1014, -2.2588], [-0.4692, 0.7961, -3.8854]], "energy_ha": -629.35929, "gap_ev": 10.12, "mol_weight_g_mol": 102.16, "smiles": "OCC#CCS"}